(1)
A molecular structure, C29H42N7Se2SiW at a distorted geometry, computed with the ωB97M-V functional and the def2-TZVPD basis.

ΔE to the lowest compared entry with this formula, charge and spin   0.000 eV
HOMO level (spin up / spin down)   -15.552 / -15.551 eV
LUMO (spin up / spin down)   -0.3698 / -0.3767 hartree
M   858.55 g/mol
Charge   +3
Spin multiplicity   3
Energy   -6672.141128 hartree

Last column: Löwdin charge in e.
CARTESIAN COORDINATES (ANGSTROEM)
H 2.29240 0.27132 3.57145  0.1547
C -1.31065 2.70084 -0.31163  -0.5735
C -0.19464 -2.03840 3.56120  -0.0955
H -4.28767 -4.32837 -1.39769  0.0627
N 1.39602 1.84075 -3.21075  0.0572
C 1.93241 -0.88873 -6.72440  -0.0494
C 2.60394 0.38730 -4.39579  -0.1672
H -1.73717 0.41619 6.74541  0.1033
C 1.99495 0.88499 -0.17964  -0.3081
C -2.23647 0.99096 4.70410  -0.3749
H -0.37830 -3.10054 3.44858  0.1435
Se -1.32139 -1.87355 0.57073  0.5331
H -1.46278 5.92862 0.37994  0.1144
H 1.61283 2.90858 -0.74018  0.0806
C -1.60201 -5.25228 0.36771  -0.1962
C -3.72195 -3.44162 -1.09583  -0.1973
C 1.37192 0.61470 -4.99415  -0.2197
H 1.59088 -2.27480 0.18563  0.0827
H -1.48834 2.93435 3.99158  0.0255
N 1.39672 -0.13837 0.44448  -0.0763
H -2.91211 -0.66818 5.98428  0.0862
H 0.13414 5.21077 0.69599  0.1089
H 2.94291 2.68307 0.40529  0.1097
H -2.11228 0.78235 -2.91278  0.1065
C -1.93001 2.47574 4.87621  -0.0686
C 1.28865 -0.13625 3.60341  -0.1087
H 0.07189 0.18560 -6.67669  0.1220
C 0.22798 0.67363 4.03722  -0.0913
H -2.52166 0.38732 -1.22476  0.0749
H -0.53891 -5.30214 0.60287  0.0440
C 3.18059 -1.12140 -6.09983  -0.0444
H -1.30514 4.63748 1.58027  0.0605
H 0.42817 1.70926 4.28287  0.1412
H 2.03072 -3.48079 3.38870  0.1056
C -2.59040 0.36931 6.06691  -0.0246
C -1.09103 0.18070 4.12869  -0.3036
C 1.01418 -0.02132 -6.19067  0.0056
C -0.93459 5.01394 0.63255  0.0133
H 2.71264 -2.32650 2.23124  0.0796
C 1.94418 2.33900 0.13024  -0.0043
N 2.58462 1.20209 -3.29231  -0.0538
W -0.25822 -0.26945 1.90433  0.9328
H 4.52274 -0.65485 -4.49269  0.1141
C 1.90859 -1.29893 -0.13379  -0.1561
H 4.41165 0.76115 -2.46808  0.1536
H 0.25458 -3.79994 -1.88974  0.0398
H 3.87579 -1.80248 -6.57121  0.1204
H -2.29133 -1.59852 3.86889  0.1493
Se -1.37684 1.89809 1.40595  0.8651
H -0.85941 -2.60451 -2.59945  0.0326
H 3.64243 2.20235 -1.78957  0.1416
C -1.76857 0.81541 -1.88375  -0.0207
H -0.82818 0.27177 -1.79020  0.0683
C -0.77169 -3.61696 -2.20671  -0.2020
N -1.19490 4.03607 -0.42688  -0.1079
H -1.77870 3.08665 -3.47654  0.1393
C -1.37571 4.38933 -1.74050  0.0153
H -1.88528 -6.21279 -0.07485  0.0627
N 2.85254 0.39956 -1.10592  0.0125
H -3.83188 -2.69490 -1.88183  0.0485
C 1.11032 -1.54548 3.44885  -0.3158
C 3.54775 -0.49470 -4.93271  -0.0072
H -4.17503 -3.07500 -0.17504  0.0417
H -0.99211 -4.30505 -3.02933  0.0609
H -2.85331 3.00934 5.09267  0.1044
H 3.41519 -1.57761 -1.73329  0.1431
N 0.67307 1.50656 -4.21075  0.0870
C 2.29713 -2.43730 3.23358  0.0124
Si -1.96533 -3.91488 -0.83587  0.4503
N -1.56016 2.21385 -1.53442  -0.0845
C 3.46258 1.20037 -2.16737  -0.0340
H -3.09547 0.86247 4.03670  0.1476
C -1.29690 -1.17826 3.78474  -0.1438
C -1.60799 3.25059 -2.43141  -0.0001
H 3.08211 -2.17009 3.94085  0.1128
H 1.71375 -1.39626 -7.65294  0.1186
C 2.81158 -0.97344 -1.07897  0.0017
H -3.40542 0.93260 6.51803  0.1038
H -1.26113 2.64248 5.72252  0.1020
H 1.28146 2.53047 0.96978  0.0331
H -1.32056 5.41292 -2.06505  0.1510
H -2.18432 -5.13627 1.28146  0.0474

---

(2)
A molecular structure, C29H37BCl39FN3O3 at a distorted geometry, computed with the ωB97M-V functional and the def2-TZVPD basis.

HOMO level   -9.669 eV
LUMO   -0.1574 hartree
M   1888.11 g/mol
Charge   +1
Energy   -19588.571513 hartree

Last column: Löwdin charge in e.
CARTESIAN COORDINATES (ANGSTROEM)
N -3.97137 -1.70092 0.95072  0.2285
H -2.09029 3.80792 2.17424  -0.0393
Cl -9.67689 0.21009 0.86032  0.5610
Cl 8.52114 -7.39207 -0.35399  0.4830
C -1.06394 -2.01316 0.38542  -0.0434
Cl -5.73688 3.66618 3.27101  0.6830
Cl 4.08493 -1.18711 -0.41263  0.7133
O -3.96694 -2.27384 3.16757  0.1383
Cl -1.98211 2.07898 3.75148  0.6109
H -9.23468 2.21911 1.98396  -0.0821
F -4.37757 0.09432 3.87439  0.2171
Cl -7.15160 4.95091 1.09095  0.7372
H -4.82586 -1.92548 -1.64434  0.1397
H 9.43966 -9.37724 0.48051  0.0193
H -3.78734 4.23228 -1.07112  0.0608
H -1.33879 -3.06476 0.28206  0.0765
H 5.31734 -7.04757 0.44110  0.0172
C 1.87881 0.19852 -0.73414  -0.1883
H -5.13007 1.00327 -1.53233  0.1244
H -4.68305 1.92560 2.06476  0.0293
H 13.79022 -5.71884 -6.14573  -0.0400
H 5.19870 -3.16462 -1.03056  -0.0864
C 0.46617 0.31403 -1.32258  -0.1871
H 1.60603 -1.28177 1.72279  0.0763
H 3.61515 1.21647 1.99040  0.0751
Cl -11.03318 4.17583 3.70988  0.5712
Cl 14.77337 -8.26541 1.70108  0.5172
C 1.51610 4.63396 -2.35791  -1.5308
H -10.21872 6.12670 2.69807  -0.0911
C 9.79969 -8.36193 0.37421  -1.4920
Cl 1.27267 3.61720 -3.78211  0.5366
H 1.86210 0.18528 2.65136  0.0735
H -4.00641 -0.45376 -2.09531  0.1050
H 0.87384 5.50067 -2.44697  0.0120
C 2.19016 0.44955 0.56956  -0.4190
Cl -7.15263 1.15325 1.94676  0.6758
Cl 5.98489 -1.59269 -2.58039  0.5419
Cl 13.20580 -7.17635 -7.88302  0.5185
H 0.36542 0.04092 1.71981  0.0353
C 5.48688 -2.12279 -0.97075  -1.5143
Cl -4.25244 4.75658 1.02685  0.8743
H 2.97244 2.41878 0.86742  0.0402
C -9.85746 7.62194 0.22408  -1.4372
C -4.12039 -0.80574 0.02781  -0.1698
Cl 10.22381 -4.80633 -1.87513  0.5132
Cl 3.18528 5.18884 -2.26677  0.5497
C 13.82801 -8.75747 3.10691  -1.5667
Cl -9.68681 11.87616 -1.97830  0.5436
H -1.55563 -1.57132 1.25677  0.0580
N -3.06877 -4.42429 2.38164  0.2364
C -10.71866 5.23728 2.33536  -1.4685
H 0.01777 -1.98651 0.50135  0.0566
Cl -6.79092 11.70198 -1.90821  0.5352
H 4.19964 1.22809 0.30473  0.0518
H -5.60612 5.90427 2.56900  0.0642
C 3.33506 1.39477 0.94694  -0.0906
H 0.49841 -1.87376 -1.59192  0.1176
Cl -9.62065 5.97001 -0.37030  0.4732
H -2.44124 -2.00767 -2.70451  0.1154
C -1.45866 2.93946 2.30003  -1.4761
Cl 12.30223 -4.65427 -3.89533  0.5454
C -4.31387 -0.09943 2.61792  -0.3142
H -2.71054 -3.03599 -1.31248  0.1127
C -8.91997 1.18810 2.11351  -1.5078
Cl 6.93338 -5.86410 1.65135  0.5047
Cl 9.83404 -6.08129 -4.44929  0.5280
H 2.62746 -0.08789 -1.44943  0.0258
C -4.49609 0.92426 1.70691  -0.1038
B -5.18133 3.01638 -0.55239  -0.7539
Cl 11.23436 -8.39249 -0.65617  0.5557
Cl -11.55567 8.07207 0.13940  0.5369
C -1.46247 -1.23251 -0.91759  -0.3443
N -4.09322 -1.29082 2.15949  0.0183
C -2.60458 -1.99395 -1.62196  -0.1295
H -8.22153 12.72124 -0.36002  0.0159
Cl -9.64753 4.43786 1.17375  0.3724
Cl 15.45859 -5.35028 -7.74784  0.5241
Cl 1.07094 3.76014 -0.88761  0.5385
Cl 0.19867 3.49736 2.44165  0.5932
H -3.55041 1.70559 -1.18749  0.1113
Cl 15.24451 -7.53420 -5.84628  0.5157
O -6.17783 3.38792 0.31612  -0.2844
Cl 13.76511 -10.51708 3.23243  0.5205
C -5.68289 4.95278 2.05673  -1.2203
H 12.81750 -8.39183 2.97817  -0.0440
C -3.64080 -3.44083 2.64162  -0.2675
H -9.29732 8.28959 -0.41101  -0.0588
C -4.55758 1.55034 -0.77665  0.0003
C 1.43272 -0.20379 1.72308  -0.0597
H -0.43247 -1.03566 -2.83562  0.1080
C -8.26252 11.80996 -0.94295  -1.5241
Cl 6.10873 -5.47743 -1.11345  0.5453
Cl 14.48788 -8.05040 4.58308  0.5255
Cl 6.82714 -1.98369 0.17353  0.5271
Cl -12.22180 5.72217 1.56036  0.5588
H -0.19004 0.83047 -0.61286  -0.0012
C 14.35036 -6.35933 -6.81652  -1.5636
C 11.01119 -5.64599 -3.20822  -1.5533
H 11.45084 -6.55688 -2.82294  -0.0312
Cl 4.21090 -5.06663 1.04100  0.5443
C -0.18099 -1.03526 -1.76919  -0.1353
C -4.41218 0.55536 0.38940  -0.1417
Cl -1.63332 1.88838 0.88153  0.6851
C 5.60752 -6.00579 0.49934  -1.5124
O -4.67665 4.01232 -1.38649  0.0685
H -1.79614 -0.22871 -0.61519  0.0649
H 0.57049 0.93584 -2.21663  0.0851
C -3.97413 -1.28320 -1.39376  -0.0899
Cl -9.25436 7.77966 1.88493  0.5941
Cl 10.20246 -7.74436 1.98218  0.5479
Cl -8.37384 10.44384 0.17781  0.5550
Cl -9.40820 0.64272 3.71548  0.5512
H -5.76961 3.95642 0.98943  -0.2237

---

(3)
A molecular structure, C30H30N7Ru at a distorted geometry, computed with the ωB97M-V functional and the def2-TZVPD basis.

HOMO level (spin up / spin down)   -13.086 / -13.108 eV
LUMO (spin up / spin down)   -0.2609 / -0.2594 hartree
M   589.69 g/mol
Charge   +2
Spin multiplicity   2
Energy   -1638.816661 hartree

Last column: Löwdin charge in e.
CARTESIAN COORDINATES (ANGSTROEM)
H -3.31352 -0.83503 1.58502  0.0929
C 3.18794 -0.19727 2.05178  -0.0474
C 1.65672 0.82019 -4.78762  0.0175
C 0.59475 2.94234 -1.05797  -0.3303
H 4.23525 -1.55032 -0.06392  0.1489
H -4.71944 2.48681 2.19711  0.1203
C -3.54867 1.76771 3.85048  -0.0586
H 1.84533 4.49334 -1.83496  0.1210
H -4.52288 -2.94381 1.66953  0.1167
C -2.59687 -3.48009 -1.03140  0.0132
H -4.24751 2.11742 4.59656  0.1178
H -0.04983 -1.49030 2.15304  0.1091
C 0.07813 4.66752 1.03004  -0.0264
N 3.20070 -1.65430 1.77883  -0.0854
N 0.86980 2.23745 -2.13516  0.1735
C 2.10987 -1.10699 -0.34685  -0.1184
C 1.20644 4.22709 -1.00961  0.0154
C -3.81862 1.97507 2.50429  -0.0578
H 1.87982 -1.97871 3.38138  0.1453
C 0.38567 -1.73362 -4.81015  0.0165
H -3.14148 1.69024 0.48275  0.1186
H -0.59885 0.15128 3.62926  0.0816
H 1.39174 6.07231 0.05260  0.1217
H -2.36535 -4.17303 -1.82261  0.1201
H 0.41279 -2.56782 0.83528  0.1341
C 0.95155 5.08948 0.01771  -0.0290
H -2.18197 0.96375 5.28161  0.1144
H 3.26672 -0.02400 3.12599  0.1473
Ru -1.07722 0.55112 -0.00314  1.3330
C 1.22935 -1.33570 -5.82936  -0.0356
C -0.45352 3.39973 0.95925  -0.1292
N -1.19993 -2.01007 -2.13769  0.1709
H -0.10538 -2.69463 -4.81843  0.1229
N -0.42661 0.24008 -1.83038  -0.0503
C 3.26896 -1.88891 0.31544  -0.0437
H 4.05411 0.25793 1.56633  0.1480
H -1.11642 3.06924 1.74969  0.0923
H 2.12686 1.79079 -4.77726  0.1224
H 2.06038 1.23689 0.86282  0.1249
C -2.91812 1.51837 1.55599  -0.1994
C -1.73896 0.85249 1.92363  -0.3374
C -3.50622 -3.77232 -0.05613  -0.0307
C -2.38945 1.11707 4.23360  -0.0616
H 1.40412 -1.99730 -6.66434  0.1170
C 1.97607 -2.27916 2.33789  -0.0467
N -0.22020 2.51785 -0.02575  -0.0048
N -2.18682 -1.27270 -0.08792  -0.0028
H 2.48602 -0.23997 -0.89323  0.1358
H 1.19201 0.67912 2.29591  0.1149
C -3.10305 -1.59062 0.83836  -0.1275
C -0.55518 -0.93098 -2.53679  -0.2777
C 1.86262 0.36626 1.49263  -0.1288
C 0.42470 1.06387 -2.52841  -0.2725
C -3.78514 -2.78595 0.90042  -0.0266
H 2.50200 0.18801 -6.64088  0.1164
C 1.85805 -0.08015 -5.81828  -0.0340
H -4.01920 -4.72046 -0.02643  0.1220
C -1.49019 0.65830 3.27570  -0.1215
H 1.58082 -1.74066 -1.06182  0.1283
C 0.18892 -0.84671 -3.75319  -0.1000
H 2.07136 -3.36511 2.30045  0.1488
C -1.96044 -2.20582 -1.08332  -0.3308
H -0.18830 5.31527 1.84889  0.1170
N 1.18110 -0.64252 0.68252  -0.1744
H 4.02371 -2.07049 2.22281  0.2057
C 0.81877 0.42811 -3.74571  -0.0990
H 3.18435 -2.96141 0.12968  0.1483
C 0.77780 -1.78557 1.50340  -0.1263